Record 1
86
Properties=species:S:1:pos:R:3 method="wB97M-V/def2-TZVPD" smiles="CCOC(=O)OC.CCOC(=O)OC.CCOC(=O)OC.Fc1ccccc1.Fc1ccccc1.Fc1ccccc1.ClCCl" gap_ev=9.60 de_lowest_ev=1.552
C -2.64 4.75 5.26
C -2.25 4.33 3.86
O -2.91 3.17 3.44
C -2.43 2.48 2.38
O -1.54 2.87 1.66
O -2.97 1.30 2.42
C -2.63 0.33 1.48
H -3.70 4.90 5.45
H -2.18 5.74 5.37
H -2.20 4.09 6.00
H -1.17 4.27 3.72
H -2.56 5.14 3.20
H -2.00 -0.39 2.00
H -2.02 0.78 0.70
H -3.45 -0.15 0.95
C -1.00 0.92 -5.00
C -0.86 2.22 -4.37
O -2.14 2.88 -4.21
C -2.83 3.37 -5.25
O -2.41 3.39 -6.43
O -4.01 3.65 -4.82
C -5.13 3.99 -5.64
H -1.17 1.05 -6.07
H -1.85 0.33 -4.66
H -0.10 0.31 -4.95
H -0.08 2.79 -4.86
H -0.58 2.06 -3.33
H -5.82 3.15 -5.68
H -4.75 4.21 -6.64
H -5.64 4.84 -5.19
C 2.05 -3.51 2.43
C 3.17 -4.53 2.74
O 3.68 -5.16 1.53
C 3.01 -6.31 1.11
O 1.99 -6.71 1.61
O 3.70 -7.03 0.11
C 4.83 -6.52 -0.56
H 2.29 -2.85 1.60
H 1.71 -2.91 3.27
H 1.20 -4.15 2.17
H 2.76 -5.22 3.48
H 3.93 -4.07 3.38
H 4.90 -7.14 -1.46
H 5.73 -6.61 0.04
H 4.57 -5.49 -0.81
F 1.90 2.18 -2.89
C 2.86 1.89 -3.84
C 3.13 2.88 -4.79
C 4.17 2.63 -5.72
C 4.69 1.33 -5.85
C 4.35 0.36 -4.90
C 3.46 0.65 -3.86
H 2.61 3.83 -4.74
H 4.42 3.38 -6.45
H 5.29 1.05 -6.71
H 4.72 -0.66 -4.88
H 3.18 -0.15 -3.20
F -4.12 -3.88 2.35
C -3.34 -3.58 1.30
C -3.90 -2.81 0.30
C -3.17 -2.48 -0.82
C -1.85 -2.90 -0.91
C -1.23 -3.66 0.07
C -2.04 -4.06 1.15
H -4.92 -2.48 0.39
H -3.65 -2.00 -1.66
H -1.27 -2.59 -1.76
H -0.23 -4.02 -0.13
H -1.64 -4.73 1.90
F -0.13 2.70 7.62
C 0.26 1.87 6.60
C -0.71 1.20 5.76
C -0.26 0.47 4.67
C 1.09 0.40 4.36
C 2.05 1.08 5.15
C 1.61 1.82 6.25
H -1.78 1.27 5.89
H -0.96 -0.14 4.10
H 1.53 -0.34 3.70
H 3.11 0.89 5.00
H 2.23 2.31 6.99
Cl 0.20 -0.26 -1.83
C 0.87 0.50 -0.34
Cl 0.82 -0.65 0.98
H 1.90 0.75 -0.59
H 0.26 1.38 -0.13



Record 2
76
Properties=species:S:1:pos:R:3 method="wB97M-V/def2-TZVPD" gap_ev=4.56 charge=-1
Cl 1.08 -8.84 2.21
C 0.78 -7.41 1.33
C 1.81 -6.84 0.56
C 1.56 -5.68 -0.17
C 0.27 -5.09 -0.20
C 0.04 -3.93 -1.00
C -1.24 -3.51 -1.33
C -1.48 -2.38 -2.10
C -2.79 -1.87 -2.33
C -3.00 -0.87 -3.32
C -4.26 -0.34 -3.55
C -5.36 -0.80 -2.78
Cl -6.91 -0.13 -3.05
C -5.19 -1.82 -1.83
C -3.92 -2.33 -1.60
C -0.76 -5.70 0.58
C -0.51 -6.86 1.31
H 2.78 -7.32 0.52
H 2.37 -5.20 -0.74
H 0.89 -3.44 -1.47
H -2.10 -4.12 -1.02
H -0.63 -1.85 -2.55
H -2.14 -0.55 -3.92
H -4.42 0.42 -4.31
H -6.05 -2.19 -1.28
H -3.79 -3.11 -0.84
H -1.74 -5.22 0.63
H -1.32 -7.35 1.85
C -1.43 3.04 -4.15
C -0.72 3.71 -2.96
C 0.41 2.85 -2.37
C 1.10 3.54 -1.18
Sn 0.88 2.44 0.67
C 2.21 3.42 2.08
C 3.67 3.53 1.59
C 4.55 4.35 2.55
C 6.01 4.43 2.10
C -1.16 2.56 1.37
C -1.79 1.28 1.93
C -1.80 1.22 3.46
C -2.21 -0.14 4.02
C 1.47 0.43 0.39
C 2.73 -0.10 0.16
C 2.61 -1.51 0.15
C 1.28 -1.80 0.38
O 0.58 -0.65 0.49
H -2.17 3.73 -4.57
H -0.71 2.79 -4.93
H -1.95 2.13 -3.85
H -0.30 4.66 -3.28
H -1.46 3.93 -2.18
H 0.01 1.87 -2.08
H 1.15 2.65 -3.16
H 2.19 3.61 -1.34
H 0.70 4.54 -0.98
H 1.77 4.41 2.26
H 2.15 2.84 3.01
H 4.09 2.53 1.48
H 3.69 4.00 0.60
H 4.14 5.36 2.63
H 4.50 3.90 3.55
H 6.60 4.98 2.84
H 6.45 3.43 2.01
H 6.10 4.94 1.14
H -1.16 3.38 2.10
H -1.70 2.89 0.47
H -2.83 1.19 1.57
H -1.26 0.40 1.53
H -0.80 1.48 3.85
H -2.49 1.99 3.82
H -2.34 -0.08 5.10
H -3.16 -0.47 3.59
H -1.45 -0.90 3.82
H 3.65 0.48 0.07
H 3.40 -2.23 -0.01
H 0.79 -2.72 0.68



Record 3
109
Properties=species:S:1:pos:R:3 method="wB97M-V/def2-TZVPD" gap_ev=9.51 charge=+1
N 2.82 2.17 1.08
C 2.72 2.66 -0.07
C 1.53 2.67 -1.01
N 0.18 2.46 -0.40
C -0.67 1.70 -1.41
C -2.15 1.64 -1.04
C -2.50 2.12 0.37
C -1.74 3.38 0.83
C -0.55 3.73 -0.05
P 0.58 4.98 0.88
N 0.82 6.15 -0.36
O -0.48 5.72 1.85
H 1.96 1.75 1.45
H 3.61 3.10 -0.51
H 1.69 1.88 -1.74
H 1.49 3.60 -1.57
H 0.23 1.87 0.43
H -0.22 0.71 -1.47
H -0.51 2.20 -2.36
H -2.48 0.61 -1.15
H -2.71 2.22 -1.77
H -2.38 1.31 1.09
H -3.56 2.35 0.37
H -2.39 4.25 0.84
H -1.36 3.23 1.84
H -0.88 4.17 -1.00
H 0.31 7.01 -0.19
H 0.54 5.83 -1.28
H -0.95 6.47 1.44
C 4.54 0.34 -1.78
C 5.00 -0.77 -2.70
O 3.82 -1.00 -3.49
C 3.09 0.13 -3.52
O 2.16 0.34 -4.22
O 3.55 1.00 -2.59
F 5.30 -1.91 -2.03
H 4.05 -0.07 -0.89
H 5.32 1.03 -1.49
H 5.83 -0.51 -3.35
C 4.26 -4.26 -4.09
C 4.54 -5.40 -5.05
O 4.72 -6.50 -4.17
C 4.05 -6.24 -3.01
O 3.83 -7.03 -2.16
O 3.67 -4.94 -2.98
F 5.66 -5.21 -5.77
H 5.20 -3.80 -3.78
H 3.58 -3.51 -4.47
H 3.72 -5.63 -5.74
C 9.16 -1.17 0.35
C 7.84 -0.48 0.62
O 7.57 0.16 -0.62
C 8.23 -0.53 -1.60
O 8.02 -0.39 -2.76
O 9.09 -1.40 -1.06
F 7.93 0.46 1.59
H 9.99 -0.49 0.57
H 9.29 -2.11 0.87
H 7.01 -1.15 0.86
C -0.02 -1.81 -0.15
C 0.42 -3.13 0.48
O 1.83 -3.01 0.46
C 2.16 -1.70 0.49
O 3.23 -1.26 0.72
O 1.05 -0.93 0.22
F 0.04 -4.19 -0.26
H -0.06 -1.89 -1.24
H -0.96 -1.44 0.24
H 0.09 -3.27 1.50
C -4.01 -3.66 2.13
C -2.90 -3.89 3.13
O -1.98 -2.84 2.80
C -2.70 -1.83 2.24
O -2.27 -0.73 2.05
O -3.93 -2.24 1.92
F -2.27 -5.07 2.96
H -3.82 -4.18 1.19
H -5.00 -3.91 2.49
H -3.18 -3.78 4.18
C -3.24 2.80 4.39
C -4.67 3.26 4.19
O -5.29 2.10 3.70
C -4.59 1.01 4.14
O -4.98 -0.11 4.09
O -3.40 1.40 4.65
F -4.75 4.24 3.25
H -2.67 2.94 3.47
H -2.73 3.28 5.22
H -5.18 3.59 5.09
C -5.59 -8.28 0.05
C -5.09 -7.23 1.03
O -5.29 -6.03 0.32
C -6.31 -6.23 -0.58
O -6.86 -5.37 -1.17
O -6.58 -7.55 -0.68
F -3.77 -7.36 1.31
H -4.79 -8.59 -0.62
H -6.04 -9.15 0.53
H -5.64 -7.19 1.97
C -4.96 7.66 -0.22
C -4.49 6.36 0.42
O -3.07 6.49 0.33
C -2.77 7.81 0.28
O -1.65 8.21 0.43
O -3.86 8.54 0.07
F -4.87 5.26 -0.27
H -5.06 7.54 -1.29
H -5.87 8.06 0.21
H -4.77 6.23 1.47



Record 4
81
Properties=species:S:1:pos:R:3 method="wB97M-V/def2-TZVPD" gap_ev="4.90 / 4.90" de_lowest_ev=1.642
Ti -0.22 -0.50 0.23
C -5.37 1.59 -1.89
C -4.00 2.21 -2.08
C -3.68 2.88 -3.25
C -2.41 3.42 -3.38
C -1.52 3.30 -2.33
C -1.93 2.62 -1.17
N -3.14 2.08 -1.07
C -1.04 2.59 0.02
C -0.53 3.79 0.39
C 0.22 3.93 1.59
C 0.36 2.84 2.37
C -0.17 1.58 1.98
N -0.82 1.42 0.74
C -0.05 0.45 2.82
C 0.33 0.54 4.18
C 0.52 -0.57 4.93
C 0.32 -1.83 4.33
C -0.09 -1.90 3.04
C -0.32 -3.23 2.40
N -0.31 -0.80 2.25
H -6.14 2.37 -1.90
H -5.41 1.07 -0.94
H -5.60 0.89 -2.70
H -4.41 2.97 -4.05
H -2.12 3.91 -4.30
H -0.51 3.68 -2.40
H -0.77 4.66 -0.21
H 0.63 4.88 1.88
H 0.90 2.92 3.31
H 0.46 1.52 4.63
H 0.82 -0.49 5.97
H 0.50 -2.74 4.89
H -1.37 -3.54 2.50
H 0.31 -3.99 2.86
H -0.07 -3.16 1.34
C -0.64 -3.73 -1.04
C -2.05 -3.28 -0.55
N -2.06 -1.90 -0.04
C -2.82 -0.96 -0.90
C -2.04 -0.71 -2.19
N -0.68 -0.20 -1.89
C 0.35 -0.68 -2.82
C 0.53 -2.20 -2.63
N 0.23 -2.58 -1.24
H -0.76 -4.30 -1.96
H -0.20 -4.40 -0.31
H -2.40 -3.96 0.22
H -2.76 -3.35 -1.38
H -2.43 -1.87 0.90
H -2.95 -0.02 -0.38
H -3.81 -1.36 -1.16
H -2.60 -0.02 -2.82
H -1.95 -1.64 -2.74
H -0.69 0.82 -1.92
H 1.27 -0.16 -2.58
H 0.09 -0.47 -3.86
H 1.55 -2.47 -2.91
H -0.14 -2.74 -3.29
H 1.08 -2.63 -0.71
C 3.06 3.71 -2.03
Te 2.31 2.01 -0.89
C 4.15 0.99 -1.20
H 3.72 3.36 -2.83
H 3.60 4.42 -1.40
H 2.21 4.23 -2.49
H 4.97 1.63 -0.88
H 4.28 0.73 -2.26
H 4.14 0.08 -0.60
N 1.54 -0.47 0.25
C 2.46 -0.96 1.17
C 3.02 -0.15 2.18
C 3.85 -0.66 3.16
C 4.19 -2.01 3.18
C 3.72 -2.82 2.15
C 2.89 -2.31 1.17
H 2.76 0.91 2.17
H 4.24 0.00 3.92
H 4.82 -2.41 3.96
H 4.01 -3.86 2.11
H 2.58 -2.97 0.36



Record 5
92
Properties=species:S:1:pos:R:3 method="wB97M-V/def2-TZVPD" gap_ev=6.55
C -7.33 -2.43 -10.23
C -7.62 -1.89 -8.93
C -7.87 -1.42 -7.35
Si -8.16 -3.06 -6.36
N -9.94 -3.05 -5.91
Br -7.78 -4.94 -7.67
O -7.15 -3.25 -4.93
Si -5.43 -3.12 -5.29
F -5.03 -2.77 -6.97
P -4.24 -4.89 -4.71
O -2.79 -4.33 -3.88
Cl -3.62 -5.75 -6.58
P -4.70 -1.37 -4.10
O -3.12 -0.88 -4.65
Cl -4.50 -2.11 -2.07
H -7.20 -3.25 -11.08
H -6.96 -0.78 -6.99
H -8.85 -0.76 -7.25
H -10.07 -3.54 -5.00
H -10.13 -2.01 -5.81
H -2.35 -3.64 -4.47
H -2.98 -1.43 -5.49
N -1.54 0.13 -2.02
C -0.22 0.01 -1.66
C 0.40 1.21 -1.91
C -0.58 2.10 -2.42
C -1.77 1.40 -2.47
H -2.24 -0.60 -1.95
H 0.16 -0.93 -1.27
H 1.44 1.43 -1.73
H -0.43 3.13 -2.71
H -2.76 1.71 -2.80
N 1.74 3.16 0.90
C 2.21 4.22 1.65
C 2.74 3.72 2.81
C 2.60 2.31 2.77
C 1.98 1.99 1.58
H 1.30 3.24 0.00
H 2.12 5.23 1.28
H 3.18 4.30 3.61
H 2.91 1.60 3.53
H 1.69 1.04 1.16
N 3.40 0.35 6.97
C 4.72 0.22 7.32
C 5.34 1.43 7.08
C 4.36 2.31 6.57
C 3.18 1.62 6.52
H 2.71 -0.38 7.04
H 5.10 -0.71 7.72
H 6.39 1.65 7.26
H 4.51 3.34 6.27
H 2.19 1.92 6.19
N 1.75 -0.28 -4.55
C 3.06 -0.67 -4.58
C 3.50 -0.56 -5.88
C 2.42 -0.08 -6.65
C 1.35 0.09 -5.81
H 1.16 -0.27 -3.72
H 3.56 -1.00 -3.68
H 4.50 -0.80 -6.23
H 2.42 0.12 -7.72
H 0.34 0.43 -5.99
N 5.30 -0.02 10.44
C 5.76 1.03 11.18
C 6.29 0.53 12.35
C 6.15 -0.88 12.30
C 5.53 -1.19 11.11
H 4.85 0.05 9.53
H 5.67 2.05 10.82
H 6.73 1.11 13.14
H 6.46 -1.59 13.06
H 5.24 -2.15 10.69
N -3.87 -2.29 -11.46
C -2.56 -2.68 -11.49
C -2.12 -2.57 -12.79
C -3.20 -2.09 -13.57
C -4.27 -1.92 -12.72
H -4.46 -2.27 -10.63
H -2.06 -3.00 -10.59
H -1.12 -2.81 -13.14
H -3.20 -1.88 -14.63
H -5.28 -1.57 -12.90
N 3.42 2.66 12.64
C 4.13 3.83 12.74
C 3.43 4.68 13.57
C 2.26 3.99 13.98
C 2.28 2.75 13.39
H 3.70 1.86 12.09
H 5.07 3.96 12.22
H 3.72 5.68 13.85
H 1.48 4.37 14.64
H 1.59 1.92 13.44



Table of F_max (eV Å⁻¹), in record order: 4.2 1.8 0.7 1.3 10.1